24
Properties=species:S:1:pos:R:3 method="wB97M-V/def2-TZVPD" homo_energy_ev=-12.898 lumo_energy_ha=-0.1285 charge=+1
C -1.500 -0.286 0.058
C -0.457 0.498 -0.070
C -1.435 -1.726 -0.033
C -2.897 0.386 0.050
C -0.269 1.971 -0.102
C 2.362 0.244 -0.947
C 1.395 -0.641 -0.272
N 1.813 -0.691 1.157
H -1.594 -1.964 -1.030
H -0.426 -2.142 0.209
H -2.124 -2.101 0.735
H -2.689 1.171 0.747
H -3.306 0.879 -0.851
H -3.705 -0.306 0.304
H 0.660 2.296 -0.506
H -1.047 2.488 -0.717
H -0.462 2.301 0.908
H 2.347 0.237 -2.056
H 3.336 0.150 -0.626
H 2.188 1.335 -0.892
H 1.329 -1.690 -0.701
H 1.112 -1.274 1.757
H 1.755 0.223 1.674
H 2.744 -1.072 1.202


31
Properties=species:S:1:pos:R:3 method="wB97M-V/def2-TZVPD" homo_energy_ev=-3.395 lumo_energy_ha=0.0880 charge=-1
Cl -7.867 1.224 -1.435
C -0.652 -1.608 2.004
C 0.199 -0.624 1.230
C 1.455 -1.438 0.751
C 2.068 -0.742 -0.406
C 1.096 -0.312 -1.488
C -0.097 0.573 -1.100
N -0.657 -0.052 0.138
O -1.800 0.704 0.612
C 0.464 1.958 -0.876
C -1.046 0.431 -2.362
C 0.542 0.507 2.171
H -1.600 -1.201 2.354
H -0.038 -1.922 2.847
H -0.832 -2.526 1.445
H 2.154 -1.418 1.587
H 1.250 -2.469 0.461
H 2.717 -1.490 -0.863
H 2.597 0.098 0.045
H 0.833 -1.231 -2.011
H 1.648 0.333 -2.172
H 0.780 2.397 -1.823
H -0.237 2.576 -0.314
H 1.338 1.952 -0.226
H -1.885 1.096 -2.157
H -0.476 0.928 -3.147
H -1.324 -0.579 -2.665
H 0.837 0.141 3.155
H -0.314 1.123 2.446
H 1.304 1.197 1.806
H -2.456 0.371 -0.005


60
Properties=species:S:1:pos:R:3 method="wB97M-V/def2-TZVPD" homo_energy_ev=-9.312 lumo_energy_ha=0.0170 charge=0
C -3.096 -2.761 -2.485
N -2.298 -2.080 -1.468
C -0.969 -1.671 -1.880
C -0.924 -0.653 -3.012
O -1.196 -1.318 -4.223
C -1.697 0.662 -2.739
N -0.410 1.305 -2.498
C -0.132 2.407 -1.764
O -1.012 3.142 -1.351
C 1.332 2.617 -1.442
C 1.655 1.953 -0.111
C 1.157 2.599 1.198
C 2.470 2.171 1.866
O 2.248 0.947 2.552
C 3.105 2.005 0.452
C 3.955 0.774 0.207
C 3.852 3.272 0.062
C 0.390 0.176 -2.960
C -2.774 -2.121 -0.186
O -3.840 -2.658 0.061
C -1.991 -1.521 1.010
Cl -1.465 0.182 0.636
C -0.771 -2.388 1.352
C -0.045 -1.923 2.611
C -0.997 -1.854 3.801
C -2.195 -0.964 3.484
C -2.917 -1.435 2.226
H -3.776 -3.452 -1.999
H -3.673 -2.048 -3.075
H -2.428 -3.293 -3.161
H -0.450 -1.234 -1.037
H -0.400 -2.547 -2.217
H -1.251 -0.668 -4.932
H -2.217 1.048 -3.621
H -2.372 0.668 -1.885
H 1.967 2.210 -2.234
H 1.503 3.692 -1.384
H 1.337 0.905 -0.130
H 1.072 3.682 1.106
H 0.250 2.209 1.654
H 2.962 2.894 2.526
H 3.093 0.615 2.870
H 4.910 0.833 0.737
H 3.437 -0.132 0.526
H 4.182 0.676 -0.858
H 4.777 3.355 0.636
H 4.116 3.264 -0.998
H 3.261 4.170 0.253
H 1.160 -0.177 -2.269
H 0.834 0.331 -3.948
H -1.162 -3.401 1.504
H -0.078 -2.443 0.513
H 0.776 -2.613 2.818
H 0.401 -0.940 2.437
H -1.349 -2.863 4.044
H -0.470 -1.480 4.682
H -2.902 -0.970 4.315
H -1.861 0.068 3.360
H -3.761 -0.789 1.985
H -3.324 -2.435 2.383